P | Formula: C7H19NO2
Source: the Open Molecules 2025 dataset
Level of theory: ωB97M-V/def2-TZVPD

The SMILES is C[C@@H](O)ON.CC(C)(C)C. The LUMO energy is 0.8065 eV. The HOMO-LUMO gap comes out at 9.592 eV.

Bonds (Å) are listed after each position.
Atoms and positions in Å:
1 O -1.86 -0.64 0.72  N3 1.424, C6 1.407
2 O -3.17 0.81 -0.56  C6 1.408, H21 0.967
3 N -1.07 -1.18 -0.34  O1 1.424, H19 1.024, H20 1.230
4 C 1.97 -1.12 -1.34  C10 1.509, H12 1.092, H14 1.090, H17 1.089
5 C 1.88 -0.52 1.09  C10 1.511, H11 1.093, H24 1.089, H27 1.089
6 C -3.17 -0.25 0.37  O1 1.407, O2 1.408, C8 1.520, H28 1.099
7 C 0.70 1.16 -0.64  C10 1.834, H13 1.090, H15 1.089, H22 1.090
8 C -3.89 0.10 1.66  C6 1.520, H16 1.088, H25 1.090, H29 1.087
9 C 3.34 0.80 -0.48  C10 1.513, H18 1.088, H23 1.095, H26 1.091
10 C 2.07 -0.01 -0.32  C4 1.509, C5 1.511, C7 1.834, C9 1.513
11 H 2.63 -1.27 1.33  C5 1.093
12 H 2.72 -1.89 -1.15  C4 1.092
13 H -0.35 1.34 -0.38  C7 1.090
14 H 1.00 -1.61 -1.27  C4 1.090
15 H 0.90 1.48 -1.66  C7 1.089
16 H -3.90 -0.76 2.33  C8 1.088
17 H 2.11 -0.74 -2.36  C4 1.089
18 H 3.36 1.63 0.23  C9 1.088
19 H -1.68 -1.56 -1.07  N3 1.024
20 H -0.46 -0.18 -0.70  N3 1.230
21 H -2.77 1.58 -0.14  O2 0.967
22 H 1.06 1.98 -0.01  C7 1.090
23 H 4.21 0.17 -0.27  C9 1.095
24 H 1.96 0.28 1.82  C5 1.089
25 H -3.37 0.92 2.16  C8 1.090
26 H 3.44 1.19 -1.49  C9 1.091
27 H 0.91 -1.00 1.19  C5 1.089
28 H -3.67 -1.08 -0.16  C6 1.099
29 H -4.91 0.40 1.45  C8 1.087



Q | Formula: C7H19NO2
Source: the Open Molecules 2025 dataset
Level of theory: ωB97M-V/def2-TZVPD

The SMILES is CC(C)N(C)C.CC(O)O. The LUMO energy is 0.8254 eV. The HOMO-LUMO gap comes out at 9.286 eV.

Bonds (Å) are listed after each position.
Atoms and positions in Å:
1 O -1.39 -2.53 -0.30  C7 1.409, H11 0.970
2 O -1.27 -2.28 1.97  C7 1.406, H24 0.974
3 N 0.11 0.68 -0.11  C5 1.463, C8 1.465, C9 1.626
4 C 2.23 -0.77 -0.22  C9 1.526, H17 1.095, H18 1.097, H22 1.095
5 C -0.24 0.73 -1.53  N3 1.463, H13 1.094, H21 1.096, H27 1.093
6 C -3.00 -1.12 0.74  C7 1.511, H12 1.096, H15 1.094, H26 1.099
7 C -1.57 -1.62 0.76  O1 1.409, O2 1.406, C6 1.511, H19 1.232
8 C -0.43 1.85 0.59  N3 1.465, H14 1.094, H16 1.096, H20 1.094
9 C 1.72 0.64 0.09  N3 1.626, C4 1.526, C10 1.524, H25 1.097
10 C 2.53 1.69 -0.67  C9 1.524, H23 1.094, H28 1.098, H29 1.096
11 H -0.45 -2.49 -0.52  O1 0.970
12 H -3.20 -0.60 -0.20  C6 1.096
13 H 0.17 1.61 -2.04  C5 1.094
14 H 0.00 2.79 0.23  C8 1.094
15 H -3.18 -0.42 1.56  C6 1.094
16 H -1.51 1.89 0.48  C8 1.096
17 H 2.07 -1.04 -1.27  C4 1.095
18 H 3.31 -0.85 -0.03  C4 1.097
19 H -0.75 -0.70 0.70  C7 1.232
20 H -0.22 1.77 1.67  C8 1.094
21 H -1.33 0.75 -1.65  C5 1.096
22 H 1.73 -1.51 0.41  C4 1.095
23 H 2.20 2.70 -0.44  C10 1.094
24 H -1.86 -3.06 1.99  O2 0.974
25 H 1.88 0.81 1.16  C9 1.097
26 H -3.71 -1.95 0.85  C6 1.099
27 H 0.10 -0.17 -2.05  C5 1.093
28 H 3.59 1.63 -0.42  C10 1.098
29 H 2.46 1.54 -1.76  C10 1.096



The most stable arrangement is Q, and the next structure is 60.5 kcal/mol less stable.



P | Formula: C2H7N3O3
Source: the Open Molecules 2025 dataset
Level of theory: ωB97M-V/def2-TZVPD

The SMILES is NC(=O)O.C#N.NO. The LUMO energy is -0.7923 eV. The HOMO-LUMO gap comes out at 8.677 eV.

Bonds (Å) are listed after each position.
Atoms and positions in Å:
1 O 0.34 1.02 -1.00  C7 1.532, H14 0.970
2 O -0.72 -0.71 0.48  N4 1.433, H9 1.198
3 O 0.09 -1.09 -1.92  C7 1.205
4 N -2.03 -0.88 -0.05  O2 1.433, H12 1.023, H13 1.018
5 N 1.76 -0.79 -0.38  C7 1.388, H11 1.008, H15 1.009
6 N 0.45 2.18 0.78  C8 1.191
7 C 0.53 -0.50 -0.97  O1 1.532, O3 1.205, N5 1.388
8 C -0.24 1.64 1.59  N6 1.191, H10 1.077
9 H -0.74 0.34 1.06  O2 1.198
10 H -0.43 1.87 2.63  C8 1.077
11 H 1.98 -1.77 -0.42  N5 1.008
12 H -2.00 -0.50 -1.00  N4 1.023
13 H -2.13 -1.89 -0.16  N4 1.018
14 H 1.20 1.46 -1.14  O1 0.970
15 H 1.93 -0.37 0.52  N5 1.009



Q | Formula: C2H7N3O3
Source: the Open Molecules 2025 dataset
Level of theory: ωB97M-V/def2-TZVPD

The LUMO energy is 0.4312 eV. The HOMO-LUMO gap comes out at 9.678 eV.

Bonds (Å) are listed after each position.
Atoms and positions in Å:
1 O 1.89 -1.73 0.48  C8 1.187
2 O -0.04 1.57 1.06  H9 0.933, H14 0.954
3 O 2.56 0.12 -0.75  C8 1.266
4 N -0.77 -0.92 0.19  N6 1.369, C7 1.284, H15 1.054
5 N 0.25 0.39 -1.57  C7 1.273, H10 1.017, H13 1.147
6 N -2.12 -0.69 0.25  N4 1.369, H11 0.992, H12 1.009
7 C 0.12 -0.37 -0.56  N4 1.284, N5 1.273, C8 1.791
8 C 1.83 -0.78 -0.23  O1 1.187, O3 1.266, C7 1.791
9 H 0.77 1.50 0.61  O2 0.933
10 H -0.52 0.87 -2.02  N5 1.017
11 H -2.61 -1.48 0.59  N6 0.992
12 H -2.30 0.04 0.92  N6 1.009
13 H 1.36 0.58 -1.81  N5 1.147
14 H -0.07 2.21 1.77  O2 0.954
15 H -0.35 -1.31 1.07  N4 1.054



The most stable arrangement is Q, and the next structure is 80.6 kcal/mol less stable.



P | Formula: C11H36O7
Source: the Open Molecules 2025 dataset
Level of theory: ωB97M-V/def2-TZVPD

The SMILES is CCO.CCO.CCO.CCO.CCO.CO.O. The LUMO energy is 0.2474 eV. The HOMO-LUMO gap comes out at 9.801 eV.

Bonds (Å) are listed after each position.
Atoms and positions in Å:
1 O 1.96 4.33 -2.02  C9 1.386, H35 0.960
2 O 2.45 2.10 -0.11  C16 1.393, H34 0.960
3 O -0.10 -3.64 -0.14  C18 1.405, H30 0.960
4 O 0.00 0.89 -0.60  C17 1.390, H54 0.960
5 O -1.50 3.10 0.45  H21 0.957, H49 0.957
6 O -1.84 0.64 -2.75  C15 1.433, H46 0.960
7 O -3.27 0.31 5.41  C8 1.386, H38 0.960
8 C -2.53 -0.79 5.02  O7 1.386, C14 1.508, H29 1.090, H39 1.090
9 C 0.81 5.05 -1.74  O1 1.386, H20 1.090, H27 1.090, H33 1.090
10 C -1.36 -5.64 0.19  C18 1.477, H32 1.090, H45 1.090, H47 1.090
11 C 3.70 1.40 -1.98  C16 1.564, H31 1.090, H41 1.090, H48 1.090
12 C 0.12 0.73 -3.97  C15 1.444, H28 1.090, H43 1.090, H52 1.090
13 C -0.51 -0.54 1.32  C17 1.556, H22 1.090, H23 1.090, H36 1.090
14 C -1.15 -0.71 5.62  C8 1.508, H24 1.090, H42 1.090, H51 1.090
15 C -1.14 0.03 -3.85  O6 1.433, C12 1.444, H26 1.090, H40 1.090
16 C 3.48 1.23 -0.44  O2 1.393, C11 1.564, H25 1.090, H50 1.090
17 C 0.05 -0.41 -0.13  O4 1.390, C13 1.556, H19 1.090, H44 1.090
18 C -0.34 -4.94 -0.62  O3 1.405, C10 1.477, H37 1.090, H53 1.090
19 H 1.05 -0.86 -0.21  C17 1.090
20 H 0.52 5.63 -2.61  C9 1.090
21 H -1.04 2.31 0.20  O5 0.957
22 H -1.37 0.11 1.49  C13 1.090
23 H 0.12 -0.18 2.13  C13 1.090
24 H -1.24 -0.65 6.71  C14 1.090
25 H 3.25 0.20 -0.17  C16 1.090
26 H -1.70 -0.07 -4.78  C15 1.090
27 H -0.01 4.37 -1.52  C9 1.090
28 H 0.71 0.31 -4.78  C12 1.090
29 H -3.01 -1.71 5.35  C8 1.090
30 H 0.31 -3.72 0.72  O3 0.960
31 H 2.87 1.12 -2.63  C11 1.090
32 H -1.88 -6.45 -0.32  C10 1.090
33 H 0.97 5.74 -0.90  C9 1.090
34 H 2.47 2.31 0.83  O2 0.960
35 H 2.06 3.60 -1.41  O1 0.960
36 H -0.76 -1.57 1.57  C13 1.090
37 H -0.65 -4.94 -1.67  C18 1.090
38 H -4.16 0.06 5.17  O7 0.960
39 H -2.46 -0.83 3.93  C8 1.090
40 H -0.99 -0.99 -3.51  C15 1.090
41 H 4.39 0.65 -2.35  C11 1.090
42 H -0.67 0.17 5.20  C14 1.090
43 H 0.02 1.76 -4.31  C12 1.090
44 H -0.64 -0.96 -0.77  C17 1.090
45 H -1.00 -5.96 1.17  C10 1.090
46 H -1.20 0.84 -2.06  O6 0.960
47 H -2.21 -5.02 0.48  C10 1.090
48 H 4.07 2.37 -2.31  C11 1.090
49 H -2.43 2.87 0.41  O5 0.957
50 H 4.37 1.55 0.10  C16 1.090
51 H -0.72 -1.65 5.27  C14 1.090
52 H 0.76 0.76 -3.08  C12 1.090
53 H 0.53 -5.59 -0.63  C18 1.090
54 H 0.86 1.24 -0.36  O4 0.960



Q | Formula: C11H36O7
Source: the Open Molecules 2025 dataset
Level of theory: ωB97M-V/def2-TZVPD

The SMILES is CC(C)O.CC(C)O.CC(C)O.CO.CO.O.O. The LUMO energy is 0.3061 eV. The HOMO-LUMO gap comes out at 10.047 eV.

Bonds (Å) are listed after each position.
Atoms and positions in Å:
1 O -0.93 0.55 -0.18  C9 1.385, H50 0.960
2 O 4.97 -1.75 2.66  C17 1.401, H48 0.960
3 O -1.23 -1.71 2.27  H21 0.957, H52 0.957
4 O -0.83 -2.29 -0.98  C10 1.417, H54 0.960
5 O 4.04 2.97 2.13  H35 0.957, H41 0.957
6 O -0.84 5.87 -4.12  C15 1.417, H29 0.960
7 O -2.50 2.60 -1.14  C8 1.414, H39 0.960
8 C -3.60 1.71 -1.21  O7 1.414, H20 1.090, H27 1.090, H28 1.090
9 C 0.39 0.96 -0.08  O1 1.385, C12 1.538, C18 1.472, H23 1.090
10 C -2.17 -2.55 -1.38  O4 1.417, C13 1.558, C14 1.460, H25 1.090
11 C 3.45 -3.01 4.16  C17 1.527, H19 1.090, H38 1.090, H44 1.090
12 C 0.70 1.84 -1.31  C9 1.538, H22 1.090, H45 1.090, H46 1.090
13 C -2.28 -4.03 -1.84  C10 1.558, H30 1.090, H34 1.090, H37 1.090
14 C -3.21 -2.13 -0.45  C10 1.460, H47 1.090, H49 1.090, H51 1.090
15 C -0.97 4.48 -4.38  O6 1.417, H31 1.090, H42 1.090, H53 1.090
16 C 2.99 -2.32 1.72  C17 1.539, H32 1.090, H33 1.090, H43 1.090
17 C 3.65 -1.96 3.07  O2 1.401, C11 1.527, C16 1.539, H40 1.090
18 C 0.50 1.74 1.16  C9 1.472, H24 1.090, H26 1.090, H36 1.090
19 H 4.18 -3.80 4.29  C11 1.090
20 H -3.33 0.78 -1.72  C8 1.090
21 H -1.06 -2.62 2.04  O3 0.957
22 H 0.15 2.74 -1.57  C12 1.090
23 H 0.92 0.01 0.04  C9 1.090
24 H 0.07 1.23 2.03  C18 1.090
25 H -2.32 -1.85 -2.20  C10 1.090
26 H 1.56 1.94 1.36  C18 1.090
27 H -3.89 1.49 -0.18  C8 1.090
28 H -4.49 2.12 -1.69  C8 1.090
29 H -1.48 6.10 -3.44  O6 0.960
30 H -2.15 -4.74 -1.02  C13 1.090
31 H -1.88 4.35 -4.97  C15 1.090
32 H 3.08 -3.35 1.38  C16 1.090
33 H 1.95 -1.99 1.78  C16 1.090
34 H -1.65 -4.35 -2.68  C13 1.090
35 H 4.50 3.81 2.12  O5 0.957
36 H 0.10 2.75 1.19  C18 1.090
37 H -3.32 -4.21 -2.11  C13 1.090
38 H 2.45 -3.44 4.07  C11 1.090
39 H -2.85 3.31 -0.60  O7 0.960
40 H 3.26 -1.00 3.43  C17 1.090
41 H 4.60 2.39 2.64  O5 0.957
42 H -0.08 4.10 -4.88  C15 1.090
43 H 3.28 -1.78 0.83  C16 1.090
44 H 3.41 -2.43 5.08  C11 1.090
45 H 0.60 1.20 -2.18  C12 1.090
46 H 1.75 2.14 -1.29  C12 1.090
47 H -4.19 -2.20 -0.93  C14 1.090
48 H 5.34 -2.44 2.10  O2 0.960
49 H -3.10 -1.09 -0.16  C14 1.090
50 H -1.35 1.23 -0.72  O1 0.960
51 H -3.25 -2.75 0.45  C14 1.090
52 H -0.90 -1.21 1.53  O3 0.957
53 H -1.20 3.95 -3.46  C15 1.090
54 H -0.82 -1.39 -0.64  O4 0.960



The most stable arrangement is Q, and the next structure is 1.8 kcal/mol less stable.